Entry 1:
{
  "formula": "C35H39N4O",
  "method": "ωB97M-V/def2-TZVPD",
  "total_charge": 1,
  "energy_ha": -1651.1083,
  "orbital_gap_ha": 0.1631,
  "elements": ["C", "C", "C", "C", "C", "C", "N", "C", "C", "C", "C", "C", "C", "H", "H", "H", "H", "H", "H", "H", "H", "H", "H", "H", "H", "H", "H", "H", "C", "N", "C", "O", "C", "C", "C", "C", "C", "C", "C", "C", "N", "C", "C", "C", "C", "C", "C", "C", "C", "N", "C", "C", "C", "C", "C", "H", "H", "H", "H", "H", "H", "H", "H", "H", "H", "H", "H", "H", "H", "H", "H", "H", "H", "H", "H", "H", "H", "H", "H"],
  "coordinates": [[-3.58621, -4.26978, -3.75076], [-2.54387, -4.98772, -3.19678], [-1.92876, -4.54282, -2.04798], [-2.34520, -3.36240, -1.42155], [-1.74749, -2.96478, -0.16541], [-2.09232, -1.86249, 0.53701], [-1.70529, -1.61981, 1.84107], [-2.33986, -0.55214, 2.64265], [-1.70783, -0.61051, 4.04209], [-0.93598, -1.95063, 4.11514], [-1.11625, -2.63174, 2.74778], [-3.39312, -2.64420, -2.00997], [-4.00481, -3.09459, -3.15749], [-4.07485, -4.62410, -4.64345], [-2.21924, -5.90591, -3.65920], [-1.12684, -5.11362, -1.61161], [-1.02425, -3.63457, 0.26357], [-2.75425, -1.13835, 0.10095], [-2.19554, 0.41215, 2.14541], [-3.41623, -0.74796, 2.67912], [-1.03213, 0.23971, 4.19625], [-2.47629, -0.54874, 4.82279], [0.12592, -1.77758, 4.32768], [-1.31681, -2.58333, 4.92615], [-1.80616, -3.47891, 2.81333], [-0.17121, -2.99461, 2.33257], [-3.74545, -1.73708, -1.55199], [-4.82077, -2.53325, -3.58438], [3.46773, 1.92538, 3.03563], [2.38700, 2.00109, 2.06761], [1.40513, 2.95769, 2.18419], [1.31948, 3.79502, 3.05733], [0.46507, 2.76691, 1.00271], [0.42427, 4.02517, 0.13249], [-0.06479, 5.24802, 0.85456], [0.75882, 6.35280, 1.02404], [0.31616, 7.46341, 1.71179], [-0.95691, 7.48541, 2.23940], [-1.79012, 6.40074, 2.06945], [-1.34780, 5.29251, 1.37798], [0.95603, 1.57018, 0.24644], [0.34658, 1.01474, -0.83899], [0.84026, -0.08875, -1.49993], [0.27883, -0.66997, -2.61690], [0.83014, -1.80635, -3.26649], [0.21631, -2.34210, -4.41609], [0.74242, -3.43807, -5.04779], [1.90092, -4.05538, -4.57137], [2.43015, -5.17101, -5.21061], [2.87536, -6.10708, -5.74202], [2.52242, -3.53176, -3.43787], [2.00435, -2.43715, -2.80113], [2.20295, 1.06522, 0.91963], [3.40648, 1.17453, -0.01000], [1.98387, -0.33600, 1.47931], [3.36877, 2.73959, 3.75033], [3.42995, 0.98256, 3.57656], [4.43106, 2.01351, 2.53766], [-0.53653, 2.54022, 1.39031], [1.43133, 4.21202, -0.25174], [-0.19913, 3.85412, -0.74957], [1.75884, 6.33719, 0.62572], [0.96451, 8.31510, 1.83813], [-1.30206, 8.34818, 2.78459], [-2.78822, 6.41712, 2.47594], [-1.99836, 4.44472, 1.25000], [-0.56013, 1.46683, -1.19579], [1.73981, -0.53106, -1.12517], [-0.61620, -0.23771, -3.02641], [-0.67472, -1.87447, -4.79792], [0.26624, -3.83604, -5.92627], [3.42034, -3.99629, -3.06648], [2.51462, -2.05879, -1.93496], [3.56318, 2.21340, -0.29566], [4.30664, 0.82055, 0.48709], [3.28361, 0.59895, -0.92297], [1.17743, -0.31503, 2.21099], [1.71353, -1.05922, 0.71532], [2.88545, -0.69086, 1.97394]],
  "mulliken_charge": [-0.524, -0.645, -0.458, 0.984, -0.610, -0.590, 0.360, -0.713, -0.475, -0.661, -0.801, -0.254, -0.847, 0.420, 0.437, 0.415, 0.306, 0.380, 0.254, 0.394, 0.152, 0.369, 0.260, 0.348, 0.500, 0.308, 0.340, 0.428, -1.000, 0.228, 0.286, -0.670, 0.203, -0.801, 0.498, -0.300, -0.721, -0.404, -0.826, -0.226, 0.888, 0.140, 0.767, -0.786, 1.013, -0.429, -0.908, 0.673, -0.111, -0.460, -1.076, -0.388, 0.236, -1.607, -1.787, 0.386, 0.312, 0.313, 0.166, 0.451, 0.384, 0.341, 0.391, 0.401, 0.400, 0.381, 0.495, -0.770, 0.428, 0.435, 0.506, 0.496, 0.423, 0.360, 0.485, 0.339, 0.447, 0.384, 0.537]
}

=====

Entry 2:
{
  "formula": "C35H39N4O2",
  "method": "ωB97M-V/def2-TZVPD",
  "total_charge": 1,
  "energy_ha": -1726.2210,
  "orbital_gap_ha": 0.2566,
  "e_above_lowest_kj_mol": 289.56,
  "elements": ["C", "O", "C", "C", "C", "C", "N", "C", "N", "C", "C", "C", "C", "C", "H", "H", "H", "H", "H", "H", "H", "H", "H", "H", "H", "H", "C", "N", "C", "O", "C", "C", "C", "C", "C", "C", "C", "C", "N", "C", "C", "C", "C", "C", "C", "C", "C", "C", "C", "C", "C", "C", "C", "H", "H", "H", "H", "H", "H", "H", "H", "H", "H", "H", "H", "H", "H", "H", "H", "H", "H", "H", "H", "H", "H", "H", "H", "H", "H", "H"],
  "coordinates": [[-0.12702, 0.43017, 5.73180], [-0.84583, -0.13100, 4.60085], [-0.31377, -0.31045, 3.34668], [-0.82890, -1.33050, 2.47216], [0.06045, -2.03318, 1.67302], [1.34077, -1.55070, 1.41729], [2.15809, -2.12017, 0.45854], [1.71965, -2.90655, -0.60707], [2.91246, -3.17685, -1.22395], [3.14707, -3.80387, -2.47603], [4.00010, -2.52231, -0.68249], [3.54656, -1.87979, 0.39007], [1.77082, -0.36425, 2.07473], [0.92220, 0.31436, 2.96584], [-0.85758, 0.58177, 6.51430], [0.63153, -0.27700, 6.11544], [0.32592, 1.40655, 5.51856], [-1.85663, -1.62778, 2.47935], [-0.23596, -2.98610, 1.17935], [2.33614, -4.49169, -2.65719], [3.24761, -3.03518, -3.23997], [4.11278, -4.31245, -2.42257], [4.91815, -2.57761, -1.22937], [4.10287, -1.30173, 1.10722], [2.73942, 0.12338, 1.88874], [1.25695, 1.27036, 3.43772], [0.57920, -9.74099, -2.57553], [-0.10282, -8.50684, -2.91902], [-1.34862, -8.56482, -3.50837], [-1.95750, -9.58661, -3.84348], [-1.89001, -7.13293, -3.62523], [-3.27111, -7.01585, -2.97474], [-3.19226, -7.06186, -1.45797], [-2.97398, -8.26685, -0.78258], [-2.75792, -8.29438, 0.60559], [-2.80428, -7.10286, 1.33236], [-3.15118, -5.90985, 0.70333], [-3.33907, -5.88998, -0.69486], [-0.82919, -6.35994, -2.95136], [-0.99830, -5.07738, -2.61970], [-0.06527, -4.26056, -1.97938], [0.06946, -2.83731, -1.65637], [-0.15372, -1.76594, -2.72509], [-1.41826, -1.11052, -2.96952], [-1.41950, -0.02954, -3.89727], [-0.17589, 0.49994, -4.41856], [1.05414, -0.09279, -4.09958], [1.02840, -1.26629, -3.34845], [0.33636, -7.13345, -2.53199], [0.72619, -7.07000, -1.00829], [2.26025, -7.15977, -0.97198], [2.77009, -7.33230, -2.42779], [1.61941, -6.74777, -3.29515], [0.08093, -10.52888, -3.15452], [1.63088, -9.71043, -2.85895], [0.47183, -9.97597, -1.50422], [-1.93345, -6.88458, -4.72460], [-3.72783, -6.08379, -3.30941], [-3.88584, -7.87357, -3.31336], [-3.01508, -9.21479, -1.33314], [-2.50839, -9.23968, 1.09051], [-2.64007, -7.13304, 2.41945], [-3.23949, -4.97494, 1.27295], [-3.63445, -4.96324, -1.18471], [-1.94825, -4.67278, -2.91060], [0.79567, -4.81639, -1.49747], [-0.31493, -2.55582, -0.59066], [-2.29506, -1.41472, -2.37562], [-2.37798, 0.40349, -4.22578], [-0.18554, 1.45442, -5.01254], [2.00733, 0.36679, -4.48530], [1.93389, -1.83249, -3.10126], [0.39196, -6.13470, -0.55094], [0.19792, -7.87083, -0.46746], [2.71900, -6.24389, -0.55619], [2.59070, -7.99466, -0.34308], [3.77271, -6.88533, -2.57360], [2.88531, -8.42577, -2.62903], [1.56417, -7.10912, -4.34712], [1.65824, -5.64213, -3.31335]],
  "mulliken_charge": [-0.661, -0.361, 0.388, -0.957, 0.295, 1.027, 0.528, -0.834, 0.579, -1.548, -0.952, -0.258, -0.809, -0.746, 0.242, 0.307, 0.306, 0.467, 0.429, 0.565, 0.565, 0.539, 0.538, 0.416, 0.189, 0.293, -1.003, 0.344, 0.014, -0.692, 0.615, -1.491, 0.276, -0.014, -0.762, -0.459, -0.629, -0.147, 0.178, -0.763, 0.364, 0.248, 0.339, -0.320, -0.614, -0.356, -0.699, 0.280, 0.098, -0.682, -0.477, -0.728, -1.164, 0.450, 0.308, 0.295, 0.311, 0.485, 0.592, 0.392, 0.426, 0.383, 0.474, 0.362, 0.872, -0.876, 0.018, 0.443, 0.388, 0.337, 0.347, -0.058, 0.050, 0.536, 0.142, 0.469, 0.534, 0.193, 0.285, 0.538]
}